{"formula": "C56H69GeHfN2O2S2", "method": "ωB97M-V with the def2-TZVPD basis set", "e_above_lowest_ev": 0.000, "total_charge": 3, "homo_energy_ha": -0.554, "energy_ev": -145742.3036, "fmax_ev_per_a": 0.55, "e_lumo_ev": -7.73, "elements": ["Hf", "C", "C", "C", "C", "C", "C", "C", "C", "C", "C", "C", "C", "H", "H", "H", "H", "H", "H", "H", "H", "H", "H", "H", "H", "H", "H", "H", "H", "H", "H", "C", "C", "C", "C", "C", "C", "C", "S", "O", "C", "C", "C", "C", "C", "C", "C", "C", "C", "C", "C", "C", "C", "C", "C", "C", "C", "C", "C", "C", "S", "O", "C", "C", "C", "C", "C", "C", "C", "H", "H", "H", "H", "H", "H", "H", "H", "H", "H", "H", "H", "H", "H", "H", "H", "H", "H", "H", "H", "H", "H", "H", "H", "H", "H", "C", "Ge", "C", "C", "C", "H", "H", "H", "H", "H", "H", "H", "H", "H", "H", "H", "C", "C", "N", "C", "C", "C", "C", "N", "H", "H", "H", "H", "H", "H", "H", "H", "H", "H", "H", "H", "H", "H"], "xyz": [[-1.699163, 0.782774, 0.496226], [0.124791, 3.887255, -0.241158], [-1.232830, 3.381200, 0.155892], [-1.552772, 3.284606, 1.525898], [-0.565140, 3.796818, 2.538119], [-2.809822, 2.775497, 1.926184], [-3.160456, 2.633088, 3.383490], [-3.776774, 2.481652, 0.937572], [-5.191906, 2.148186, 1.317074], [-3.481498, 2.647637, -0.437956], [-4.622189, 2.474426, -1.406214], [-2.198087, 3.087061, -0.835177], [-1.835680, 3.341546, -2.272512], [0.127957, 4.981067, -0.229420], [0.408211, 3.562860, -1.236828], [0.885487, 3.549352, 0.457265], [0.244548, 3.088732, 2.720092], [-1.040261, 4.028142, 3.485095], [-0.109028, 4.715761, 2.172668], [-3.751259, 3.490592, 3.714415], [-2.277929, 2.570963, 4.012201], [-3.748219, 1.736346, 3.560378], [-5.837451, 2.974433, 1.008348], [-5.324632, 2.008435, 2.380559], [-5.557851, 1.257759, 0.809238], [-5.359725, 3.258624, -1.221082], [-5.136027, 1.523578, -1.266215], [-4.325900, 2.547332, -2.442619], [-2.662720, 3.189493, -2.953722], [-1.012550, 2.696072, -2.581778], [-1.505841, 4.374896, -2.387541], [5.516961, 3.822266, 4.133799], [4.398043, 2.915467, 3.715862], [3.793366, 3.054351, 2.465746], [2.758790, 2.224339, 2.072027], [2.309196, 1.252008, 2.953438], [2.872669, 1.104702, 4.216492], [3.923629, 1.927531, 4.579785], [0.976992, 0.161716, 2.572899], [0.264813, 0.878361, 1.369915], [1.683373, -1.335946, 1.949023], [1.230850, -2.466374, 2.671430], [1.673923, -3.709136, 2.325623], [2.566371, -3.879014, 1.243175], [3.025304, -5.167697, 0.870216], [3.883700, -5.319490, -0.177259], [4.323002, -4.191664, -0.911221], [3.900634, -2.938713, -0.580178], [3.012907, -2.743822, 0.514591], [2.562798, -1.448825, 0.891774], [3.034863, -0.267251, 0.111644], [4.347627, 0.250134, 0.328429], [5.206066, -0.283328, 1.320197], [6.443724, 0.257994, 1.522473], [6.886312, 1.347903, 0.741971], [6.077415, 1.882625, -0.220211], [4.786033, 1.352893, -0.444925], [3.916119, 1.928123, -1.409822], [2.665554, 1.431226, -1.612407], [2.244148, 0.320394, -0.845435], [0.676225, -0.435935, -1.128209], [-0.356801, 0.748326, -1.184720], [0.827341, -1.045137, -2.768144], [1.126498, -2.398671, -2.859418], [1.421238, -2.939135, -4.103444], [1.404759, -2.150613, -5.250720], [1.739738, -2.726538, -6.594151], [1.079722, -0.792912, -5.127802], [0.803673, -0.230120, -3.898179], [5.954890, 4.333110, 3.278144], [6.301207, 3.267558, 4.647840], [5.150856, 4.582825, 4.826019], [4.151843, 3.815344, 1.783349], [2.316416, 2.320298, 1.089858], [2.502000, 0.358912, 4.910472], [4.374423, 1.809144, 5.557055], [0.551355, -2.335621, 3.505119], [1.348165, -4.577949, 2.883536], [2.690013, -6.026368, 1.437771], [4.238459, -6.304297, -0.450006], [5.008768, -4.328636, -1.736783], [4.250976, -2.085460, -1.146048], [4.877862, -1.122553, 1.920059], [7.095960, -0.154162, 2.280846], [7.874902, 1.755249, 0.906825], [6.415489, 2.717000, -0.822005], [4.266789, 2.771789, -1.991606], [2.007264, 1.868163, -2.351160], [1.152736, -3.020608, -1.971220], [1.664458, -3.991313, -4.182850], [1.693155, -3.813534, -6.588621], [2.751368, -2.436449, -6.884980], [1.063380, -2.352605, -7.362304], [1.059122, -0.172398, -6.015558], [0.572483, 0.824886, -3.819227], [-2.955364, -1.839344, 4.955716], [-3.584849, -1.462256, 3.147720], [-3.668764, -3.127117, 2.126987], [-5.379170, -0.708655, 3.205541], [-2.143007, -0.332568, 2.332692], [-3.795939, -1.985225, 5.633946], [-2.347918, -1.020953, 5.343784], [-2.353900, -2.749184, 4.973413], [-4.206573, -3.870176, 2.717326], [-2.673868, -3.534845, 1.929822], [-4.212303, -3.010877, 1.188354], [-6.022893, -1.447377, 3.686128], [-5.786755, -0.517696, 2.214439], [-5.440367, 0.200006, 3.803937], [-1.351493, -1.107414, 2.341776], [-1.854918, 0.337191, 3.156474], [-2.220636, -2.521448, -4.760738], [-3.393156, -2.253549, -3.836633], [-3.027711, -1.349587, -2.722541], [-2.833786, 0.067629, -3.061977], [-3.717585, 0.564388, -4.192623], [-2.757856, -1.821196, -1.521602], [-2.826466, -3.311845, -1.307941], [-2.415966, -1.064769, -0.467994], [-2.533596, -3.181057, -5.569551], [-1.400322, -3.001494, -4.225636], [-1.839983, -1.601928, -5.207006], [-3.788470, -3.175201, -3.426231], [-4.220150, -1.791728, -4.368048], [-1.781547, 0.217691, -3.308590], [-3.030683, 0.642449, -2.156645], [-3.485997, 0.083244, -5.140758], [-3.538215, 1.628488, -4.340785], [-4.778258, 0.426985, -3.981170], [-3.858289, -3.665750, -1.322837], [-2.394829, -3.571150, -0.346729], [-2.277289, -3.839250, -2.086012], [-2.458321, -1.672966, 0.346680]], "forces_ev_per_angstrom": [[0.54, 0.00, -0.14], [0.01, 0.01, 0.00], [-0.03, 0.11, 0.03], [-0.02, 0.06, 0.09], [-0.01, 0.05, -0.01], [0.02, -0.04, -0.01], [0.00, 0.00, 0.01], [-0.05, -0.03, 0.04], [0.00, -0.01, 0.00], [0.00, -0.03, 0.00], [-0.02, 0.01, 0.02], [-0.06, -0.01, 0.03], [0.02, 0.01, -0.01], [0.00, 0.00, -0.02], [0.00, -0.01, 0.00], [-0.03, 0.03, -0.01], [-0.01, 0.00, 0.00], [0.00, 0.01, 0.00], [0.00, 0.00, 0.01], [0.01, 0.01, 0.00], [0.00, 0.00, 0.00], [0.00, 0.01, 0.00], [0.00, 0.00, 0.01], [0.00, 0.00, 0.01], [0.00, -0.01, 0.00], [0.00, -0.01, -0.01], [0.01, -0.01, 0.00], [0.00, 0.01, -0.02], [0.00, 0.01, 0.00], [0.00, -0.01, 0.00], [0.01, 0.00, 0.00], [0.01, -0.01, -0.01], [0.01, 0.03, -0.02], [0.00, -0.03, 0.01], [0.01, -0.01, 0.00], [0.09, 0.00, -0.06], [0.00, -0.03, 0.02], [-0.01, -0.02, 0.02], [-0.10, 0.31, -0.01], [-0.29, -0.23, -0.02], [0.00, -0.03, -0.01], [0.02, -0.04, -0.02], [-0.02, 0.02, 0.03], [0.02, -0.04, -0.02], [0.01, 0.01, 0.02], [0.01, 0.01, -0.03], [0.01, -0.03, 0.02], [-0.06, -0.01, 0.00], [0.04, 0.03, 0.01], [-0.04, 0.00, -0.02], [0.06, 0.06, 0.04], [-0.05, -0.01, 0.04], [-0.01, 0.01, 0.00], [0.01, 0.02, -0.01], [0.01, -0.01, 0.02], [-0.01, -0.01, -0.01], [0.01, 0.02, -0.01], [0.00, 0.02, -0.01], [0.01, -0.03, 0.03], [0.00, 0.02, -0.01], [-0.08, -0.01, -0.02], [0.21, -0.24, -0.13], [0.06, 0.07, -0.05], [0.01, -0.01, -0.06], [-0.01, -0.01, 0.01], [0.00, 0.02, -0.01], [0.00, -0.01, 0.00], [-0.01, -0.02, -0.01], [-0.01, -0.02, 0.02], [0.00, 0.00, 0.01], [-0.01, 0.00, 0.01], [0.00, 0.00, 0.00], [0.01, 0.00, 0.00], [0.04, -0.04, 0.02], [-0.01, -0.01, -0.01], [0.00, 0.01, 0.00], [0.00, 0.02, 0.00], [0.00, -0.01, -0.01], [0.00, 0.00, 0.00], [0.00, 0.00, 0.00], [0.00, 0.00, 0.00], [0.00, 0.01, 0.00], [0.00, 0.00, 0.00], [0.00, 0.00, 0.00], [0.00, 0.00, 0.00], [0.00, 0.00, 0.00], [0.01, 0.00, 0.01], [0.01, -0.01, 0.00], [0.00, 0.01, 0.01], [0.00, 0.00, 0.00], [0.00, 0.00, 0.01], [0.00, 0.00, 0.00], [0.00, 0.00, 0.00], [0.00, 0.00, 0.00], [0.00, -0.01, 0.01], [0.02, -0.01, 0.03], [0.03, 0.06, 0.04], [0.00, -0.05, -0.03], [-0.04, 0.03, 0.01], [-0.15, -0.14, 0.21], [0.00, -0.02, -0.01], [-0.02, 0.01, 0.01], [0.02, 0.01, -0.01], [0.00, 0.01, 0.00], [-0.01, 0.00, 0.01], [0.00, 0.00, 0.00], [0.02, -0.01, 0.00], [0.00, 0.00, 0.00], [-0.01, 0.00, 0.00], [0.02, 0.03, -0.07], [0.02, 0.00, 0.00], [0.01, -0.01, -0.03], [-0.02, 0.01, 0.05], [-0.01, 0.00, -0.05], [0.05, 0.01, 0.04], [-0.01, 0.00, -0.01], [0.11, -0.11, 0.02], [0.01, 0.03, 0.01], [-0.30, 0.19, 0.04], [0.00, 0.00, 0.00], [0.01, 0.00, 0.00], [0.01, 0.00, 0.01], [0.00, 0.01, -0.01], [0.01, 0.01, -0.02], [-0.01, 0.00, -0.01], [-0.02, -0.02, -0.02], [-0.01, -0.01, 0.00], [0.01, 0.01, 0.01], [0.00, 0.00, 0.01], [0.00, 0.00, -0.01], [0.00, -0.01, 0.01], [0.01, -0.01, 0.01], [-0.04, 0.00, 0.01]]}